C25H31N5RuS2Te as an isolated structure. Source: the OMol25 dataset; level of theory: the ωB97M-V functional and the def2-TZVPD basis.

Energy above the lowest of the compared OMol25 structures with the same formula, charge and spin (kJ/mol): 53.04
Orbital gap (spin up / spin down) (hartree): 0.2275 / 0.2157
HOMO level (spin up / spin down) (eV): -5.8 / -6.7

The geometry in ORCA input format:
```
! RIJCOSX wB97M-V def2-TZVPD def2/J DEFGRID3
* xyz 0 5
Ru -0.151 0.363 -0.927
C -2.549 0.768 2.020
C -3.690 0.584 1.012
C -3.282 0.298 -0.448
N -2.117 1.046 -0.899
C -2.204 2.337 -1.130
C -3.431 3.058 -1.117
C -3.669 4.397 -0.931
C -2.765 5.446 -0.743
C -1.403 5.374 -0.929
C -0.616 4.312 -1.368
C -0.928 2.958 -1.559
N -0.070 2.062 -2.060
C 1.128 2.494 -2.758
C 2.406 2.394 -1.922
C 2.712 0.946 -1.538
N 1.798 0.433 -0.529
C 2.188 0.158 0.718
C 3.419 0.596 1.240
C 4.053 0.316 2.440
C 3.684 -0.544 3.456
C 2.509 -1.288 3.510
C 1.415 -1.281 2.676
C 1.155 -0.563 1.480
N -0.026 -0.569 0.885
C -1.148 -1.308 1.450
C -1.900 -0.522 2.524
H -2.946 1.308 2.882
H -1.778 1.411 1.589
H -4.293 1.493 1.025
H -4.339 -0.233 1.341
H -4.139 0.498 -1.095
H -3.052 -0.754 -0.593
H -4.315 2.438 -1.201
H -4.717 4.673 -0.888
H -3.180 6.407 -0.467
H -0.858 6.297 -0.756
H 0.427 4.555 -1.526
H 1.001 3.508 -3.140
H 1.242 1.836 -3.623
H 2.316 3.004 -1.018
H 3.237 2.786 -2.514
H 3.749 0.835 -1.229
H 2.580 0.318 -2.424
H 3.955 1.286 0.603
H 4.996 0.832 2.585
H 4.374 -0.657 4.282
H 2.424 -1.958 4.359
H 0.615 -1.937 2.989
H -0.825 -2.272 1.848
H -1.810 -1.546 0.624
H -1.199 -0.269 3.325
H -2.663 -1.176 2.956
Te -0.174 -1.844 -2.502
S 1.840 -2.849 -1.044
C 1.571 -4.475 -0.882
N 1.664 -5.383 -1.904
C 0.909 -6.612 -1.690
C 0.992 -6.869 -0.193
S 0.889 -5.212 0.552
H 1.655 -4.975 -2.828
H 1.353 -7.431 -2.253
H -0.135 -6.493 -1.996
H 1.944 -7.321 0.082
H 0.173 -7.483 0.171
*
```

---

A 2-piece molecular cluster, C25H31O8 overall. Source: the OMol25 dataset; level of theory: the ωB97M-V functional and the def2-TZVPD basis.

Orbital gap (hartree): 0.2037
HOMO level (eV): -3.1

The geometry in ORCA input format:
```
! RIJCOSX wB97M-V def2-TZVPD def2/J DEFGRID3
* xyz -1 1
C 4.288 -1.961 3.057
C 3.413 -0.834 2.580
O 2.067 -1.129 2.997
C 1.184 -0.145 2.679
C -0.145 -0.466 3.231
C -1.181 0.497 3.071
O -1.014 1.584 2.520
C -2.578 0.100 3.612
C -3.393 -0.815 2.706
C -3.059 -2.311 2.684
C -1.711 -2.731 2.066
C -0.608 -2.975 3.091
C -0.303 -1.748 3.975
O 1.527 0.825 2.020
H 5.315 -1.781 2.742
H 4.280 -2.033 4.148
H 3.969 -2.920 2.641
H 3.724 0.120 3.029
H 3.436 -0.751 1.485
H -2.484 -0.316 4.623
H -3.126 1.047 3.693
H -4.437 -0.731 3.039
H -3.363 -0.417 1.683
H -3.145 -2.726 3.698
H -3.849 -2.792 2.087
H -1.868 -3.673 1.519
H -1.389 -1.988 1.325
H -0.890 -3.805 3.756
H 0.312 -3.268 2.566
H 0.645 -1.941 4.497
H -1.101 -1.638 4.722
C 6.765 4.346 0.190
O 5.812 3.426 -0.369
C 4.484 3.668 -0.248
C 3.633 2.662 -0.775
C 2.294 2.692 -0.485
C 1.716 3.734 0.280
C 0.311 3.650 0.562
C -0.339 4.181 1.640
C -1.825 4.194 1.602
O -2.459 3.860 0.628
O -2.473 4.567 2.750
C -1.725 5.358 3.691
C -1.471 6.764 3.166
C -2.533 5.388 4.989
O -0.488 4.682 4.005
C 0.323 4.317 2.964
O 1.484 4.059 3.171
C 2.560 4.806 0.681
C 3.916 4.792 0.408
H 7.727 3.916 -0.085
H 6.654 5.345 -0.248
H 6.669 4.401 1.282
H 4.084 1.854 -1.348
H 1.637 1.886 -0.808
H -0.308 3.103 -0.145
H -0.897 6.755 2.232
H -2.432 7.264 2.992
H -0.920 7.337 3.923
H -2.706 4.366 5.338
H -1.979 5.939 5.754
H -3.496 5.875 4.815
H 2.126 5.652 1.216
H 4.544 5.627 0.736
*
```

---

C25H32AsF6N7O7PRuS3 as an isolated structure. Source: the OMol25 dataset; level of theory: the ωB97M-V functional and the def2-TZVPD basis.

Energy above the lowest of the compared OMol25 structures with the same formula, charge and spin (kJ/mol): 6.41
Orbital gap (spin up / spin down) (hartree): 0.2829 / 0.1922
HOMO level (spin up / spin down) (eV): -14.3 / -14.4

The geometry in ORCA input format:
```
! RIJCOSX wB97M-V def2-TZVPD def2/J DEFGRID3
* xyz 2 6
Ru -0.485 0.151 0.347
S -2.523 -0.528 1.605
C -2.892 -1.857 0.599
C -4.018 -2.658 0.826
C -4.269 -3.705 -0.049
C -3.398 -3.903 -1.104
C -2.294 -3.052 -1.256
N -2.035 -2.052 -0.433
H -4.666 -2.449 1.667
H -5.129 -4.345 0.089
H -3.554 -4.703 -1.815
H -1.606 -3.204 -2.079
F 0.716 2.186 0.715
As -0.104 3.137 2.042
F -1.025 3.852 3.262
F -0.893 4.006 0.787
F -1.355 1.847 1.802
F 1.212 4.202 2.081
F 0.663 2.041 3.135
C 6.900 -3.991 2.249
C 5.439 -4.356 2.039
S 4.352 -2.957 2.014
O 4.869 -1.945 1.120
O 3.000 -3.430 1.778
C 4.422 -2.318 3.680
C 3.622 -1.031 3.899
N 2.266 -1.037 3.319
C 1.940 -0.417 2.178
N 0.673 -0.729 1.828
C 0.200 -1.595 2.788
C 1.164 -1.776 3.705
N 1.060 -2.612 4.878
O -0.002 -3.167 5.031
O 2.027 -2.689 5.610
C 2.883 0.486 1.478
H 7.507 -4.889 2.148
H 7.081 -3.587 3.244
H 7.231 -3.268 1.506
H 5.041 -5.027 2.802
H 5.259 -4.813 1.062
H 5.471 -2.096 3.880
H 4.089 -3.116 4.341
H 4.138 -0.182 3.461
H 3.534 -0.862 4.967
H -0.774 -2.048 2.784
H 3.140 1.324 2.128
H 2.426 0.906 0.594
H 3.792 -0.055 1.212
C 2.456 -0.024 -1.920
P 0.874 -0.768 -1.440
C -0.075 -0.771 -2.987
C 1.310 -2.467 -1.007
H 2.718 -0.447 -2.892
H 3.234 -0.281 -1.203
H 2.391 1.059 -2.015
H 0.322 -1.543 -3.649
H 0.053 0.196 -3.475
H -1.136 -0.933 -2.819
H 1.797 -2.937 -1.864
H 0.438 -3.045 -0.714
H 2.004 -2.452 -0.165
O -6.759 3.015 -5.476
S -7.073 4.373 -5.168
O -7.667 4.648 -3.862
O -7.281 5.311 -6.216
C -5.327 5.026 -4.282
N -5.036 6.262 -4.482
C -3.855 6.644 -3.988
C -3.045 5.744 -3.305
C -3.522 4.450 -3.156
N -4.712 4.080 -3.644
C -2.800 3.380 -2.422
C -1.414 3.326 -2.355
C -0.819 2.302 -1.652
N -1.524 1.344 -1.024
C -2.868 1.392 -1.107
C -3.533 2.376 -1.795
H -3.572 7.678 -4.136
H -2.106 6.061 -2.874
H -0.795 4.070 -2.836
H 0.257 2.258 -1.560
H -3.418 0.610 -0.606
H -4.612 2.372 -1.850
*
```

---

What did we get for E_tot? Answer: -2404.220156; -1573.209860; -6346.988469 a.u., in the order shown.